Computed, not measured: a 20-piece molecular cluster, C65H179N31O29 overall in a non-equilibrium geometry, with wB97M-V/def2-TZVPD.

## Properties
E = -175876.572 eV
Kohn-Sham gap = 7.919 eV
F_max = 3.3 eV/A
Multiplicity = 1
HOMO level = -7.864 eV

Last column: Löwdin charge in e.
Atoms and positions in Å:
O (22.32317, -13.26597, 23.94132)  -0.21
O (9.70556, -20.94058, 28.71055)  -0.24
O (12.92414, -29.32901, 26.29118)  -0.18
O (19.05937, -20.10332, 29.29869)  -0.23
O (20.35348, -23.98645, 27.15414)  -0.04
O (12.53757, -15.55409, 22.78310)  -0.03
O (19.02364, -26.83759, 24.62710)  -0.21
O (10.43771, -30.37225, 30.03998)  -0.18
O (15.65147, -21.51092, 14.67096)  -0.22
O (14.76199, -22.88447, 20.01167)  -0.19
O (20.88901, -24.83511, 31.05221)  -0.18
O (15.51012, -18.21738, 17.78514)  -0.21
O (11.75852, -16.20730, 29.15908)  -0.19
O (16.25770, -16.49295, 30.06556)  0.03
O (13.62108, -21.74303, 26.39914)  -0.03
O (20.17605, -18.31516, 21.73359)  -0.22
O (23.35026, -21.15043, 20.54088)  -0.22
O (15.43131, -24.77630, 30.36040)  -0.23
O (18.33185, -20.54045, 24.32342)  -0.03
O (16.12513, -25.82146, 22.70644)  0.03
O (20.93100, -17.51360, 26.77900)  -0.18
O (16.96305, -14.98308, 22.16483)  -0.03
O (21.45293, -25.52824, 20.80666)  -0.20
O (16.28423, -16.36890, 25.57468)  -0.02
O (16.42229, -25.48229, 27.29013)  -0.04
O (23.90672, -20.44408, 25.76787)  -0.21
O (11.77516, -25.68805, 29.45306)  0.01
O (17.96002, -22.08895, 20.46168)  -0.22
O (13.73821, -18.96049, 24.31437)  -0.02
N (16.56325, -19.23392, 24.16637)  0.20
N (14.99063, -14.71800, 24.65615)  0.19
N (16.78119, -24.43190, 24.49851)  0.16
N (20.18892, -17.37036, 29.44282)  -0.03
N (13.87080, -14.55570, 21.29439)  0.17
N (18.18874, -26.60435, 28.38272)  0.17
N (11.61675, -19.06662, 29.45211)  -0.03
N (17.89444, -25.56617, 31.49088)  -0.05
N (17.87952, -24.35924, 28.63494)  0.18
N (16.13607, -21.45223, 24.31833)  0.19
N (14.33327, -17.50979, 30.70771)  0.14
N (14.91610, -25.56695, 24.55098)  0.18
N (15.25828, -22.98964, 27.33518)  0.17
N (9.88167, -24.86601, 30.38183)  0.13
N (12.31106, -20.68450, 24.03847)  0.20
N (19.07909, -15.45157, 21.37613)  0.15
N (20.09617, -23.17605, 25.07221)  0.20
N (19.25327, -21.93730, 26.80119)  0.18
N (11.93489, -18.65234, 22.89765)  0.17
N (9.92957, -25.81560, 28.18981)  0.19
N (14.01839, -16.35330, 25.92047)  0.16
N (13.12301, -23.58238, 27.72765)  0.21
N (18.32791, -16.18272, 23.53452)  0.21
N (14.27421, -16.74343, 21.93141)  0.20
N (15.12107, -17.70455, 28.57985)  0.18
N (14.77194, -19.82229, 19.95142)  -0.01
N (17.36401, -22.36516, 16.94153)  -0.06
N (22.68682, -21.60456, 23.24875)  -0.01
N (21.67355, -16.81928, 23.44704)  -0.05
N (21.45290, -25.84766, 23.78252)  -0.07
N (10.34448, -28.70964, 27.51840)  -0.09
C (19.63391, -18.08557, 30.53053)  -0.24
C (14.04151, -20.70224, 20.80761)  -0.23
C (22.51275, -15.62666, 23.56379)  -0.17
C (18.21643, -22.50197, 19.12803)  -0.23
C (15.97604, -25.31462, 23.80787)  -0.68
C (16.14613, -23.04876, 16.51421)  -0.22
C (17.10298, -20.45433, 24.29949)  -0.62
C (19.25207, -16.94540, 28.37244)  -0.23
C (15.28672, -17.15678, 29.78837)  -0.73
C (12.71827, -19.42096, 23.79778)  -0.61
C (10.53835, -28.96069, 26.15672)  -0.27
C (21.97078, -23.91796, 30.99249)  -0.11
C (19.89968, -23.08967, 26.40708)  -0.63
C (18.92451, -25.26888, 32.48224)  -0.23
C (22.59595, -22.62614, 22.17534)  -0.21
C (15.17097, -15.84898, 25.35640)  -0.62
C (22.16894, -26.51448, 21.48888)  -0.22
C (13.54290, -15.58865, 22.05630)  -0.69
C (10.68299, -16.86766, 28.66592)  -0.28
C (14.41970, -17.74715, 18.64096)  -0.18
C (18.68850, -22.90852, 21.35140)  -0.10
C (24.21989, -19.86916, 27.06730)  -0.07
C (21.65613, -12.07918, 24.27090)  -0.11
C (23.31266, -20.62557, 19.20891)  -0.09
C (17.28021, -21.69873, 18.27188)  -0.18
C (17.70925, -20.31378, 29.62124)  -0.11
C (10.59268, -20.48582, 27.66160)  -0.25
C (15.37106, -21.27263, 13.30894)  -0.11
C (19.99222, -24.35375, 32.02486)  -0.26
C (22.24664, -17.84021, 22.60239)  -0.21
C (10.55462, -31.62734, 29.50454)  -0.16
C (20.00409, -26.62621, 25.57606)  -0.24
C (21.24988, -18.92435, 22.32640)  -0.27
C (13.68353, -23.79878, 20.04082)  -0.11
C (16.64177, -25.84289, 32.24388)  -0.19
C (14.82253, -23.55152, 30.84974)  -0.08
C (9.14506, -29.33180, 28.06921)  -0.21
C (22.59629, -26.10577, 22.93985)  -0.18
C (21.46001, -26.62053, 24.99579)  -0.20
C (22.28287, -22.09287, 20.81978)  -0.22
C (14.14312, -28.69336, 26.20869)  -0.14
C (13.79691, -18.87237, 19.38540)  -0.23
C (11.80799, -19.81610, 28.18517)  -0.21
C (20.22682, -18.62056, 26.32947)  -0.14
C (11.89956, -28.55799, 25.67348)  -0.23
C (10.58383, -25.47612, 29.30042)  -0.67
C (15.52899, -25.93991, 31.18134)  -0.19
C (22.93527, -21.50223, 25.73168)  -0.21
C (15.16407, -18.67708, 16.53550)  -0.17
C (20.00990, -16.49109, 27.22180)  -0.22
C (17.42204, -25.48565, 28.02739)  -0.59
C (8.39756, -21.13880, 28.11699)  -0.10
C (21.64008, -14.45884, 23.96731)  -0.27
C (18.06204, -15.51413, 22.35271)  -0.60
C (19.75497, -19.59565, 30.42234)  -0.22
C (19.12034, -19.23059, 21.34212)  -0.04
C (18.61968, -28.15702, 24.44044)  -0.11
C (14.71492, -21.99437, 21.11379)  -0.22
C (23.24950, -22.21680, 24.45419)  -0.21
C (15.96668, -22.86090, 15.02902)  -0.24
C (12.04554, -15.06545, 28.37636)  -0.08
C (21.03449, -25.92422, 19.53984)  -0.12
C (10.44883, -18.17425, 29.43208)  -0.19
C (9.37181, -29.49739, 29.55524)  -0.18
C (13.94360, -22.71047, 27.12094)  -0.63
H (19.86485, -25.64124, 26.11086)  0.09
H (24.30040, -22.24605, 24.29741)  0.11
H (20.83065, -19.74733, 30.22677)  0.12
H (12.16910, -23.31251, 27.88723)  0.10
H (23.11479, -26.75054, 20.94269)  0.13
H (8.96693, -25.78704, 28.18931)  0.07
H (18.88972, -24.32817, 28.44972)  0.08
H (10.46857, -24.70795, 31.18807)  0.09
H (16.44275, -22.42080, 24.56313)  0.07
H (9.45590, -18.58128, 29.02067)  0.12
H (8.82508, -30.19111, 27.46134)  0.12
H (20.64544, -26.16903, 23.24048)  0.11
H (9.96032, -19.73651, 27.10292)  0.12
H (17.62533, -21.77918, 16.16361)  0.09
H (11.46215, -19.80136, 30.13411)  0.11
H (22.39638, -11.28777, 24.50334)  0.08
H (18.01785, -23.58213, 19.00618)  0.13
H (9.76933, -28.35629, 25.58294)  0.15
H (21.85420, -26.10419, 18.86493)  0.08
H (19.51228, -20.09704, 31.42211)  0.14
H (10.30788, -29.96688, 25.91134)  0.10
H (8.55665, -21.86465, 27.30822)  0.08
H (13.68510, -17.17986, 18.06932)  0.13
H (17.59811, -21.15594, 30.30705)  0.07
H (23.29459, -25.32273, 22.88902)  0.08
H (16.19839, -20.69274, 12.83975)  0.09
H (13.64673, -24.41447, 21.00359)  0.11
H (14.07706, -14.33932, 24.75788)  0.09
H (20.34936, -25.08344, 19.25690)  0.09
H (25.31869, -19.65299, 27.05817)  0.10
H (23.01705, -27.04671, 23.29084)  0.11
H (19.50762, -18.44398, 25.53935)  0.08
H (18.13606, -28.58429, 25.36921)  0.09
H (21.14570, -14.56797, 24.93083)  0.11
H (19.24636, -16.39912, 23.80104)  0.05
H (20.78468, -14.35031, 23.29890)  0.10
H (12.77799, -23.20913, 19.90318)  0.07
H (21.91106, -21.16292, 25.59089)  0.08
H (14.54972, -20.56713, 13.29538)  0.08
H (24.00497, -19.80246, 19.13252)  0.08
H (11.84672, -28.70509, 24.55372)  0.14
H (17.95158, -27.54407, 28.00730)  0.11
H (21.67782, -27.48205, 21.60098)  0.12
H (17.07719, -20.57878, 28.74948)  0.08
H (21.48132, -17.20449, 24.38475)  0.11
H (11.15329, -29.07043, 28.04078)  0.13
H (22.94807, -22.20027, 26.57855)  0.12
H (17.11823, -18.48125, 23.90003)  0.05
H (18.47846, -24.69990, 33.24996)  0.09
H (7.96381, -20.14160, 27.77981)  0.10
H (7.72041, -21.59415, 28.88898)  0.09
H (19.47622, -19.94469, 20.63353)  0.06
H (13.28270, -17.57244, 30.58043)  0.10
H (14.49493, -18.47721, 28.38496)  0.10
H (12.04105, -17.66593, 23.04533)  0.05
H (19.53316, -28.82289, 24.11083)  0.12
H (20.01188, -27.41195, 26.34274)  0.11
H (18.83879, -19.81172, 22.24904)  0.07
H (14.97718, -23.32692, 31.94040)  0.10
H (17.68872, -16.05859, 24.26674)  0.02
H (15.24013, -16.58261, 21.66016)  0.09
H (13.13140, -19.45565, 18.73525)  0.11
H (14.07811, -17.20396, 26.45415)  0.06
H (11.99167, -27.41951, 25.85394)  0.15
H (19.35785, -16.15056, 26.36558)  0.13
H (18.60125, -17.75016, 28.04384)  0.10
H (22.62365, -24.14844, 30.11446)  0.11
H (12.50498, -20.65651, 28.34988)  0.10
H (19.28421, -26.22991, 32.93389)  0.15
H (17.26434, -19.37127, 30.06805)  0.10
H (20.96060, -19.27466, 25.93862)  0.07
H (19.27149, -22.26707, 18.79714)  0.14
H (13.20165, -16.36068, 25.32913)  0.08
H (15.58101, -19.02036, 24.37976)  0.06
H (17.66781, -24.70536, 30.98420)  0.08
H (8.44483, -29.86468, 29.96654)  0.11
H (10.78396, -31.64834, 28.44042)  0.08
H (18.62685, -16.08360, 28.64745)  0.13
H (21.22211, -12.26545, 25.34994)  0.12
H (13.08012, -20.96924, 20.30162)  0.12
H (11.13799, -14.44210, 28.25433)  0.10
H (21.88475, -27.56681, 24.88097)  0.08
H (13.76463, -23.56269, 30.66127)  0.06
H (20.93195, -11.80994, 23.47515)  0.09
H (15.93979, -22.44983, 26.84691)  0.08
H (20.56018, -24.07815, 32.88949)  0.11
H (14.20729, -27.70816, 26.63804)  0.06
H (22.31267, -22.92788, 20.08424)  0.13
H (14.76734, -17.92617, 15.71587)  0.11
H (21.30557, -21.58287, 20.84108)  0.10
H (20.09988, -17.79486, 31.50042)  0.12
H (23.48764, -23.25633, 22.09335)  0.12
H (20.35486, -24.07278, 24.62560)  0.09
H (21.70903, -19.70697, 21.67610)  0.10
H (15.85223, -17.46576, 27.93982)  0.08
H (8.26067, -28.59972, 28.13232)  0.14
H (15.73028, -21.74161, 21.33788)  0.10
H (9.78892, -16.25204, 28.78381)  0.13
H (18.50748, -22.50042, 22.40707)  0.10
H (23.63430, -21.40359, 18.56266)  0.07
H (14.67593, -17.05469, 31.56097)  0.10
H (13.63025, -24.49270, 19.21710)  0.07
H (19.49543, -23.42802, 31.60147)  0.14
H (23.31836, -15.71001, 24.32528)  0.13
H (24.03834, -20.65782, 27.81859)  0.08
H (13.28583, -13.73807, 21.40603)  0.11
H (15.52020, -20.12469, 19.31272)  0.10
H (23.55339, -19.04134, 27.26884)  0.07
H (19.66088, -22.43827, 24.51393)  0.08
H (13.79861, -20.15284, 21.64708)  0.06
H (21.52133, -22.92864, 30.83507)  0.07
H (22.63433, -17.36827, 21.73234)  0.11
H (15.11633, -22.15829, 12.75431)  0.08
H (10.84150, -21.33274, 27.02058)  0.11
H (17.81819, -28.19129, 23.69856)  0.08
H (15.56102, -14.50646, 23.84246)  0.08
H (16.00851, -19.22077, 16.12071)  0.07
H (18.57481, -17.72175, 30.60737)  0.11
H (16.89066, -23.13792, 14.49252)  0.13
H (18.27667, -23.91214, 21.28547)  0.08
H (14.98296, -17.14642, 19.32968)  0.10
H (16.23096, -21.79922, 18.55560)  0.08
H (23.00287, -23.29193, 24.43840)  0.11
H (22.97506, -15.45952, 22.58001)  0.12
H (10.16477, -17.94227, 30.43780)  0.11
H (14.21420, -17.45064, 22.62263)  0.06
H (22.12555, -26.14880, 25.77389)  0.14
H (13.56603, -24.29027, 28.27472)  0.08
H (10.97645, -18.94817, 22.92696)  0.09
H (15.13316, -23.54718, 14.74036)  0.13
H (17.60314, -20.66940, 18.16291)  0.12
H (14.93947, -25.31983, 25.50370)  0.05
H (15.75834, -26.78611, 30.49097)  0.13
H (14.60570, -26.12799, 31.66750)  0.10
H (9.52382, -28.50482, 29.97223)  0.12
H (19.09629, -21.13322, 26.15495)  0.07
H (18.61110, -15.25824, 20.47408)  0.11
H (21.74095, -23.22531, 22.43182)  0.09
H (16.52819, -25.09438, 32.97907)  0.09
H (22.26826, -20.38196, 18.93518)  0.09
H (20.95982, -17.83783, 28.93529)  0.11
H (19.62534, -16.34225, 21.36732)  0.08
H (15.24770, -22.56600, 17.00491)  0.13
H (11.34002, -32.22339, 30.02573)  0.10
H (17.34064, -23.54443, 28.44090)  0.06
H (15.41526, -23.99460, 27.51854)  0.05
H (15.22642, -21.18874, 24.63735)  0.05
H (19.75067, -23.08055, 21.02867)  0.07
H (16.58676, -24.40681, 25.53063)  0.08
H (16.18081, -24.17872, 16.71010)  0.14
H (21.08620, -19.47134, 23.31986)  0.13
H (18.26869, -18.66465, 20.92263)  0.10
H (12.80163, -14.48873, 28.84869)  0.08
H (12.68270, -21.22436, 24.77604)  0.04
H (14.30759, -28.62615, 25.09919)  0.10
H (12.24432, -19.18271, 27.37108)  0.12
H (9.68358, -32.29489, 29.69405)  0.09
H (18.46712, -26.66258, 29.35499)  0.08
H (16.60564, -26.86209, 32.70488)  0.13
H (14.30213, -22.39111, 22.03360)  0.11
H (14.97270, -29.31996, 26.70888)  0.12
H (23.11095, -18.44422, 23.05130)  0.14
H (8.85358, -24.95942, 30.47824)  0.10
H (14.85709, -14.34464, 21.07679)  0.11
H (19.49385, -21.54308, 27.68244)  0.06
H (13.10922, -18.40094, 20.11160)  0.11
H (22.44379, -23.84332, 32.01500)  0.10
H (11.77303, -21.12835, 23.34171)  0.10
H (20.40566, -26.87731, 19.52755)  0.11
H (20.59587, -15.60288, 27.51223)  0.13
H (15.25476, -22.66210, 30.34317)  0.08
H (14.27143, -26.26162, 24.26081)  0.09
H (12.41156, -15.39368, 27.39800)  0.06
H (10.89111, -17.10690, 27.62680)  0.11
H (19.59361, -19.17951, 26.99612)  0.06
H (23.23255, -20.82812, 22.96535)  0.08
H (14.33604, -19.43607, 16.60228)  0.09
H (10.22782, -26.63121, 27.72108)  0.05
H (17.67059, -24.30822, 24.14722)  0.05